## P
{"formula": "C9H14", "method": "ωB97M-V with the def2-TZVPD basis set", "total_charge": -1, "spin_multiplicity": 2, "orbital_gap_ev": [2.68, 6.56], "s_squared": 0.76, "elements": ["C", "C", "H", "H", "H", "H", "H", "H", "C", "C", "C", "C", "C", "C", "C", "H", "H", "H", "H", "H", "H", "H", "H"], "positions_angstrom": [[-0.05030, -4.26993, 1.25142], [-0.57600, -2.80991, 1.61310], [0.40418, -4.19218, 0.26930], [0.76839, -4.68639, 1.88827], [-0.97568, -4.95801, 1.35153], [0.37312, -2.41730, 2.09836], [-0.65267, -2.13635, 0.76426], [-1.35240, -2.65669, 2.31388], [-0.86882, 0.43601, 1.43454], [-1.13243, 1.25220, -0.92363], [-0.24800, 0.99865, 0.24711], [-0.48155, 1.54404, -2.14690], [1.07939, 1.20321, 0.22712], [0.88857, 1.91805, -2.03876], [1.73005, 1.63059, -0.95934], [-2.19453, 1.28214, -0.84562], [-1.06753, 1.80822, -3.05076], [-1.64296, -0.34257, 1.43782], [-1.46956, 1.36121, 1.64002], [1.68215, 1.12617, 1.14146], [1.43684, 2.34609, -2.87873], [2.85052, 1.75903, -0.80103], [-0.20533, 0.28921, 2.44315]], "nbo_charge": [-0.617, -0.631, 0.213, 0.192, 0.191, 0.204, 0.238, 0.200, -0.617, -0.469, -0.084, -0.306, -0.261, -0.260, -0.419, 0.171, 0.177, 0.194, 0.192, 0.170, 0.170, 0.174, 0.177]}

## Q
{"formula": "C9H14", "method": "ωB97M-V with the def2-TZVPD basis set", "total_charge": -1, "spin_multiplicity": 2, "orbital_gap_ev": [3.30, 7.19], "s_squared": 0.76, "elements": ["C", "C", "C", "C", "C", "C", "C", "H", "H", "H", "H", "H", "H", "H", "H", "C", "C", "H", "H", "H", "H", "H", "H"], "positions_angstrom": [[0.17750, 2.70124, 0.98640], [1.93640, -0.76769, 0.93335], [0.83216, -1.60580, 1.31511], [1.79296, 0.64060, 0.86256], [0.54774, 1.17997, 1.01981], [-0.41299, -1.10522, 1.57228], [-0.57238, 0.30786, 1.28534], [2.97829, -1.15534, 0.92541], [0.89184, -2.62695, 1.40111], [2.56124, 1.43679, 0.58989], [-1.46703, -1.63936, 1.72567], [-0.63911, 2.99300, 0.47627], [0.89655, 3.35416, 0.50393], [-1.40606, 0.69887, 1.43073], [0.24469, 3.08619, 2.06716], [-1.55530, -0.32004, -2.32498], [-0.61773, -1.58537, -2.04083], [-2.48304, -0.49631, -1.99316], [-1.06481, 0.46655, -1.66895], [-1.51964, -0.00841, -3.30245], [0.00200, -1.31072, -1.09409], [-0.00027, -1.75681, -2.84142], [-1.12300, -2.48722, -1.82915]], "nbo_charge": [-0.624, -0.442, -0.267, -0.302, -0.026, -0.283, -0.449, 0.174, 0.178, 0.176, 0.177, 0.191, 0.184, 0.150, 0.189, -0.618, -0.624, 0.188, 0.228, 0.177, 0.259, 0.179, 0.183]}

Quick look at relative energies in eV: P 0.000; Q 0.291.

## P
{"formula": "C5H4FNO", "method": "ωB97M-V with the def2-TZVPD basis set", "total_charge": 0, "orbital_gap_ev": 7.26, "elements": ["C", "C", "C", "C", "C", "H", "H", "H", "H", "N", "O", "F"], "positions_angstrom": [[0.70766, -0.59288, -0.18015], [0.58092, 0.77716, -0.09036], [-0.64211, 1.33600, -0.15098], [-1.88744, 0.64717, -0.26651], [-2.94200, -0.09259, -0.05245], [2.16775, -2.15477, 0.73542], [2.82578, -0.45567, 1.07530], [-0.54883, 2.46602, -0.43814], [-3.53467, -1.22243, 0.43195], [1.97307, -1.10340, -0.37980], [-0.43901, -1.19712, -0.46071], [1.73890, 1.59252, -0.22356]], "nbo_charge": [0.449, 0.267, -0.218, -0.060, -0.171, 0.388, 0.270, 0.258, 0.320, -0.637, -0.534, -0.332]}

## Q
{"formula": "C5H4FNO", "method": "ωB97M-V with the def2-TZVPD basis set", "total_charge": 0, "orbital_gap_ev": 8.57, "elements": ["C", "C", "C", "C", "C", "H", "H", "H", "H", "N", "O", "F"], "positions_angstrom": [[0.10036, -0.40124, 0.95072], [0.04931, 0.90741, 0.90403], [-0.41660, 1.34552, -0.48505], [-0.14396, -0.93555, -0.33249], [0.47291, -2.11771, -0.95623], [0.50537, 1.72235, 1.66496], [0.05989, 0.30545, -2.25384], [0.85155, -2.70721, -0.08833], [0.56379, -2.31154, -2.15975], [-0.86330, 0.10360, -1.07580], [-0.26987, 2.51176, -0.94400], [0.64993, -1.17988, 1.93707]], "nbo_charge": [0.364, -0.343, 0.629, 0.067, -0.420, 0.261, 0.370, 0.233, 0.254, -0.553, -0.555, -0.306]}

Quick look at relative energies in eV: P 6.857; Q 0.000.

## P
{"formula": "C6H29N2O6", "method": "ωB97M-V with the def2-TZVPD basis set", "total_charge": 1, "orbital_gap_ev": 8.87, "elements": ["N", "C", "C", "N", "C", "C", "C", "C", "H", "H", "H", "H", "H", "H", "H", "H", "H", "H", "H", "H", "H", "H", "H", "H", "H", "H", "H", "O", "H", "H", "O", "H", "H", "O", "H", "H", "O", "H", "H", "O", "H", "H", "O"], "positions_angstrom": [[-0.66094, -0.96081, 2.09117], [0.10108, -1.75503, 0.97569], [0.72499, -0.73235, -0.00043], [0.06148, -0.90810, -1.29414], [0.54771, -2.15638, -1.85203], [1.28796, 1.10980, -2.56790], [0.02432, 0.27589, -2.27904], [-0.92281, 1.31481, -1.79470], [-0.12668, -0.20091, 2.45963], [-1.57481, -0.54806, 1.96133], [-0.74206, -1.69637, 2.81594], [-0.60649, -2.50979, 0.54113], [0.92802, -2.18686, 1.54752], [0.64732, 0.32984, 0.31463], [1.84878, -0.97638, -0.13788], [0.57500, -2.96261, -1.09434], [-0.31852, -2.44043, -2.57222], [1.43082, -2.12482, -2.47831], [1.95559, 0.48818, -3.26514], [1.31450, 2.17534, -3.03909], [1.83090, 1.35045, -1.69809], [-0.17807, -0.27132, -3.21428], [-1.32373, 1.05186, -0.91641], [-1.59854, 1.54986, -2.48649], [-0.44232, 2.20956, -1.54004], [2.78722, -0.02525, 1.43221], [3.85202, -0.95505, 1.99035], [2.92257, -0.87192, 1.93438], [-3.82201, -2.15983, 2.26385], [-3.37430, -1.35244, 1.16675], [-3.14220, -2.04838, 1.70552], [-2.96962, -0.43799, -1.33518], [-4.40275, -0.27751, -0.88284], [-3.48950, -0.46991, -0.49076], [3.73897, 2.06038, -0.08677], [3.47744, 0.64821, -0.40265], [3.65722, 1.20929, 0.26747], [1.72139, 3.89707, 0.89370], [0.29820, 3.90526, 1.04331], [0.97726, 3.36445, 0.73156], [-2.10697, 1.97139, 2.68171], [-2.84790, 1.02003, 3.59092], [-2.06052, 1.09679, 3.01993]], "nbo_charge": [-0.685, -0.231, -0.270, -0.463, -0.432, -0.654, -0.040, -0.629, 0.429, 0.469, 0.439, 0.257, 0.246, 0.223, 0.197, 0.204, 0.206, 0.196, 0.207, 0.246, 0.194, 0.207, 0.205, 0.220, 0.218, 0.492, 0.484, -0.981, 0.468, 0.487, -0.954, 0.497, 0.489, -0.975, 0.484, 0.469, -0.935, 0.470, 0.465, -0.933, 0.488, 0.495, -0.968]}

## Q
{"formula": "C6H29N2O6", "method": "ωB97M-V with the def2-TZVPD basis set", "total_charge": 1, "orbital_gap_ev": 9.51, "elements": ["N", "C", "C", "C", "C", "C", "N", "C", "H", "H", "H", "H", "H", "H", "H", "H", "H", "H", "H", "H", "H", "H", "H", "H", "H", "H", "H", "O", "H", "H", "O", "H", "H", "O", "H", "H", "O", "H", "H", "O", "H", "H", "O"], "positions_angstrom": [[-0.37783, 1.51511, 0.68726], [-0.22004, 0.40978, -0.30831], [-1.43162, -0.46961, -0.00190], [-1.90779, -1.25458, -1.21732], [-3.16157, -2.02360, -0.87118], [1.14104, -0.29688, -0.03517], [2.08555, 0.68301, -0.57910], [3.34066, 0.08255, -1.08664], [-0.29378, 1.16627, 1.72256], [-1.34127, 1.95947, 0.69615], [0.26889, 2.30818, 0.41973], [-0.16284, 0.70167, -1.34202], [-1.09985, -1.16272, 0.81746], [-2.31404, -0.05791, 0.47345], [-1.17439, -1.85985, -1.77552], [-2.10348, -0.58479, -2.06790], [-3.08001, -2.61375, 0.05509], [-4.10948, -1.43593, -0.61189], [-3.53455, -2.71664, -1.63665], [1.43817, -0.59815, 0.99457], [1.09588, -1.24780, -0.65415], [2.13535, 1.57004, -0.11015], [4.11652, 0.86118, -1.17651], [3.11416, -0.53524, -1.95297], [3.70442, -0.67042, -0.36417], [2.26812, 4.07207, 0.09257], [0.84866, 4.53075, -0.09822], [1.35832, 3.78363, 0.24391], [0.74052, -3.26791, 2.02434], [0.22562, -3.33927, 3.44897], [0.47898, -2.69730, 2.77269], [2.41248, -4.12814, 0.36926], [1.07635, -4.43302, -0.14947], [1.49731, -3.84374, 0.50049], [-2.58887, 2.25995, -1.17608], [-3.81120, 2.22741, -0.20626], [-2.85238, 2.17006, -0.24988], [-0.16448, -0.78223, 2.81004], [-0.04767, 0.30906, 3.89234], [-0.45826, 0.11428, 3.04255], [0.96776, 3.14085, -3.24002], [1.21775, 2.76908, -1.80793], [0.70289, 3.38510, -2.34401]], "nbo_charge": [-0.781, -0.050, -0.426, -0.419, -0.623, -0.240, -0.689, -0.406, 0.476, 0.465, 0.451, 0.233, 0.207, 0.238, 0.211, 0.197, 0.210, 0.211, 0.227, 0.205, 0.224, 0.372, 0.215, 0.197, 0.173, 0.499, 0.506, -0.972, 0.508, 0.483, -0.996, 0.489, 0.487, -0.955, 0.495, 0.505, -0.970, 0.522, 0.498, -0.971, 0.479, 0.476, -0.960]}

Quick look at relative energies in eV: P 2.553; Q 0.000.

## P
{"formula": "C3H9N2O2", "method": "ωB97M-V with the def2-TZVPD basis set", "total_charge": 1, "orbital_gap_ev": 9.96, "elements": ["C", "C", "N", "N", "H", "H", "H", "H", "H", "H", "H", "O", "C", "O", "H", "H"], "positions_angstrom": [[-0.96856, 0.08402, 1.92665], [-1.29643, 0.06862, 0.63569], [-0.27707, -0.19059, -0.38845], [-1.81668, 0.41248, 2.95570], [0.05691, -0.10645, 2.22837], [-2.28168, 0.25880, 0.24413], [-0.20846, 0.58314, -1.06471], [0.65039, -0.33637, 0.01117], [-0.46305, -1.04210, -0.92188], [-2.79436, 0.38350, 2.71402], [-1.65968, -0.10961, 3.80511], [1.00984, 0.97592, -2.61361], [2.00321, 0.32081, -2.62465], [2.15779, -0.70222, -1.75324], [2.84479, 0.47391, -3.30692], [3.04302, -1.07388, -1.84736]], "nbo_charge": [0.057, -0.212, -0.679, -0.760, 0.203, 0.227, 0.471, 0.444, 0.435, 0.389, 0.400, -0.577, 0.658, -0.712, 0.142, 0.513]}

## Q
{"formula": "C3H9N2O2", "method": "ωB97M-V with the def2-TZVPD basis set", "total_charge": 1, "orbital_gap_ev": 11.76, "smiles": "C[N@H+]1[C@H](O)N[C@@H]1O", "elements": ["C", "N", "C", "O", "N", "C", "O", "H", "H", "H", "H", "H", "H", "H", "H", "H"], "positions_angstrom": [[0.13911, -1.58653, 0.99867], [-0.25755, -0.54229, 0.00251], [-0.67945, 0.99510, 0.39259], [-1.86542, 1.26636, -0.20899], [0.47912, 1.43525, -0.28526], [1.01114, 0.18687, -0.63198], [1.38670, -0.07029, -1.86594], [0.89797, -1.08741, 1.72119], [-0.69162, -2.02682, 1.60700], [0.68104, -2.30542, 0.49149], [-0.75930, -0.97141, -0.74517], [-0.67462, 1.06256, 1.46459], [-2.73222, 1.35588, 0.20074], [0.36393, 2.35539, -0.77197], [1.89691, -0.15270, 0.19047], [0.80425, 0.08545, -2.55995]], "nbo_charge": [-0.433, -0.431, 0.475, -0.713, -0.693, 0.460, -0.651, 0.227, 0.252, 0.233, 0.428, 0.185, 0.536, 0.447, 0.174, 0.502]}

## R
{"formula": "C3H9N2O2", "method": "ωB97M-V with the def2-TZVPD basis set", "total_charge": 1, "orbital_gap_ev": 12.11, "smiles": "C/C(N)=[NH+]/C(O)O", "elements": ["C", "C", "N", "N", "C", "O", "O", "H", "H", "H", "H", "H", "H", "H", "H", "H"], "positions_angstrom": [[-2.08782, -0.70161, -0.24187], [-0.87687, -0.00551, 0.13451], [-0.95399, 1.27876, 0.26056], [0.25653, -0.66625, 0.21434], [1.55689, -0.13648, 0.41254], [1.55344, 1.26058, -0.23123], [2.48403, -1.02824, -0.03173], [-1.92923, -0.77114, -1.29478], [-2.98337, -0.26979, -0.01214], [-2.21874, -1.74055, -0.00188], [-1.80760, 1.74407, 0.33819], [-0.10045, 1.81037, 0.28200], [0.27515, -1.62640, -0.14114], [1.61929, 0.04230, 1.56553], [1.82080, 1.29628, -1.11645], [3.39194, -0.48638, -0.13643]], "nbo_charge": [-0.685, 0.581, -0.694, -0.572, 0.522, -0.776, -0.681, 0.267, 0.257, 0.266, 0.424, 0.452, 0.443, 0.172, 0.496, 0.528]}

## S
{"formula": "C3H9N2O2", "method": "ωB97M-V with the def2-TZVPD basis set", "total_charge": 1, "orbital_gap_ev": 9.82, "elements": ["C", "C", "C", "N", "N", "O", "O", "H", "H", "H", "H", "H", "H", "H", "H", "H"], "positions_angstrom": [[1.01163, 0.56399, 1.19527], [1.33640, -0.02734, -1.24553], [0.92577, -0.32272, 0.08079], [-1.73526, 0.16145, -0.74522], [-1.19923, -0.62022, 0.02856], [-2.94589, 0.83707, -0.61540], [-1.70966, -0.81904, 1.31403], [1.87835, 0.19608, 1.77983], [1.09209, 1.52625, 0.93164], [0.15826, 0.34605, 1.86396], [2.50564, -0.09929, -1.35073], [1.04794, 0.99346, -1.66545], [1.25364, -0.87481, -2.01807], [0.98100, -1.42988, 0.36104], [-3.27965, 1.21295, -1.51882], [-1.32104, -1.64399, 1.60411]], "nbo_charge": [-0.722, -0.780, 0.266, 0.158, 0.100, -0.495, -0.523, 0.298, 0.241, 0.289, 0.343, 0.279, 0.291, 0.228, 0.534, 0.494]}

Quick look at relative energies in eV: P 0.000; Q 2.067; R 0.193; S 6.381.

## P
{"formula": "C3H9N2O2", "method": "ωB97M-V with the def2-TZVPD basis set", "total_charge": 1, "orbital_gap_ev": [9.56, 9.55], "elements": ["C", "C", "C", "N", "N", "O", "O", "H", "H", "H", "H", "H", "H", "H", "H", "H"], "positions_angstrom": [[-0.82807, -0.34807, 0.85370], [1.47200, 0.49249, 0.68741], [-0.52909, 1.39292, -0.62976], [-2.31599, -1.23692, -0.49124], [0.15722, 0.23133, -0.02008], [-0.96132, -0.28293, 2.01287], [0.47747, -0.64048, -1.03914], [1.85269, -0.47751, 1.17891], [2.24131, 0.75151, -0.14483], [1.55112, 1.19014, 1.65044], [-1.06943, 1.93626, 0.07958], [0.10421, 2.05158, -1.13079], [-1.31907, 0.94342, -1.40908], [-2.78796, -1.96741, 0.00505], [-0.28675, -1.22853, -1.32243], [-2.88562, -0.37200, -0.50034]], "nbo_charge": [0.823, -0.486, -0.422, -0.868, -0.052, -0.384, -0.517, 0.271, 0.281, 0.296, 0.241, 0.262, 0.264, 0.380, 0.549, 0.362]}

## Q
{"formula": "C3H9N2O2", "method": "ωB97M-V with the def2-TZVPD basis set", "total_charge": 1, "orbital_gap_ev": 11.50, "elements": ["C", "C", "N", "C", "N", "H", "H", "H", "H", "H", "H", "H", "O", "H", "H", "O"], "positions_angstrom": [[-0.78036, 1.62549, 1.65054], [-1.58268, 0.85046, 0.89499], [-0.73759, -0.04510, 0.24354], [0.48270, 0.11680, 0.69043], [0.50514, 1.14203, 1.53465], [-1.12374, 2.36019, 2.34180], [-2.64412, 0.70824, 0.89501], [-0.98488, -0.77383, -0.44193], [1.29804, -0.44640, 0.30560], [1.28130, 1.50669, 2.05743], [2.01904, 1.28330, -2.15627], [1.74513, -0.03735, -2.96529], [1.91235, 0.33178, -2.09361], [-1.21512, -3.16780, -1.11176], [0.33949, -2.93529, -0.82969], [-0.51469, -2.51921, -1.01545]], "nbo_charge": [-0.054, -0.055, -0.457, 0.278, -0.466, 0.259, 0.259, 0.489, 0.262, 0.457, 0.484, 0.491, -0.972, 0.505, 0.501, -0.981]}

## R
{"formula": "C3H9N2O2", "method": "ωB97M-V with the def2-TZVPD basis set", "total_charge": 1, "orbital_gap_ev": 9.39, "elements": ["C", "C", "C", "N", "N", "O", "O", "H", "H", "H", "H", "H", "H", "H", "H", "H"], "positions_angstrom": [[-0.77320, 0.88017, 1.82861], [-0.36048, -1.47119, -0.91183], [0.76712, -1.20039, -1.62366], [-0.74143, 1.89981, 2.56663], [-0.37017, 0.85019, 0.59552], [0.88753, -0.62616, -2.85179], [1.93489, -1.61307, -1.24143], [-1.42157, 0.10677, 2.22522], [-1.28707, -1.09231, -1.42342], [-0.25405, -2.24001, -0.09947], [-0.98809, 2.05774, 3.58407], [-0.15120, 2.62512, 2.17113], [-0.25085, -0.06416, 0.14210], [0.30878, 1.66610, 0.33091], [0.13361, -0.40212, -3.31088], [2.56617, -1.37650, -1.98169]], "nbo_charge": [0.392, -0.778, 0.668, -0.696, -0.724, -0.686, -0.639, 0.225, 0.240, 0.269, 0.463, 0.399, 0.442, 0.404, 0.505, 0.515]}

Quick look at relative energies in eV: P 6.922; Q 0.000; R 1.754.